Below is a cluster of 2 separate species, C6H16NS in total at a distorted geometry, with properties calculated with ωB97M-V/def2-TZVPD.

Computed properties:
ΔE to the lowest compared entry with this formula, charge and spin = 2.698 eV
net charge = +1
HOMO = -13.628 eV

Positions of all 24 atoms, in Å:
C1 -0.59 1.39 0.98
C2 -0.83 1.51 -1.49
C3 1.59 -0.78 0.88
C4 1.52 -0.86 -1.64
C5 -1.82 -1.34 1.44
C6 -0.80 0.61 -0.33
N1 1.30 -0.04 -0.33
S1 -1.66 -0.88 -0.35
H1 -0.11 2.28 0.75
H2 -1.63 1.59 1.33
H3 -0.17 0.71 1.64
H4 -1.52 2.20 -1.13
H5 -1.08 1.07 -2.52
H6 0.03 2.16 -1.71
H7 2.22 -0.33 1.51
H8 0.63 -0.98 1.38
H9 2.11 -1.80 0.72
H10 2.42 -1.39 -1.62
H11 0.59 -1.43 -1.71
H12 1.50 -0.13 -2.43
H13 -0.96 -1.06 2.12
H14 -1.93 -2.47 1.30
H15 -2.82 -0.82 1.54
H16 2.00 0.80 -0.34



Below is a structure of composition C41H51BF3GeN6O4PRuS2 at a distorted geometry, with properties calculated with ωB97M-V/def2-TZVPD.

Computed properties:
HOMO = -7.380 eV

Positions of all 111 atoms, in Å:
Ru1 0.84 0.39 0.33
C1 2.28 -1.81 2.98
C2 2.80 -0.45 2.66
C3 3.92 0.17 3.24
C4 3.97 1.43 2.69
C5 4.95 2.52 2.97
N1 2.95 1.55 1.82
N2 2.24 0.38 1.79
B1 2.64 2.77 0.93
N3 1.17 3.17 1.11
N4 0.20 2.20 1.12
C6 -0.95 2.83 1.41
C7 -2.35 2.31 1.57
C8 -0.70 4.20 1.59
C9 0.65 4.37 1.40
C10 1.46 5.62 1.48
N5 2.87 2.42 -0.55
N6 2.62 1.13 -0.92
C11 3.19 0.98 -2.12
C12 3.29 -0.29 -2.90
C13 3.79 2.18 -2.51
C14 3.57 3.06 -1.49
C15 3.99 4.49 -1.34
H1 3.07 -2.42 3.40
H2 1.86 -2.31 2.11
H3 1.48 -1.74 3.71
H4 4.58 -0.26 3.98
H5 5.67 2.19 3.72
H6 4.46 3.42 3.34
H7 5.51 2.80 2.07
H8 3.35 3.68 1.25
H9 -2.41 1.23 1.63
H10 -2.96 2.65 0.74
H11 -2.76 2.73 2.49
H12 -1.43 4.95 1.85
H13 0.85 6.42 1.89
H14 1.81 5.94 0.50
H15 2.34 5.50 2.12
H16 2.64 -1.08 -2.54
H17 4.32 -0.67 -2.85
H18 3.05 -0.11 -3.95
H19 4.33 2.36 -3.43
H20 4.52 4.81 -2.24
H21 4.66 4.62 -0.49
H22 3.13 5.14 -1.20
C16 -3.84 -4.19 1.49
C17 -3.65 -2.70 1.64
C18 -4.95 -1.97 1.90
O1 -2.79 -2.40 2.77
P1 -1.19 -2.29 2.65
S1 -0.32 -3.95 2.16
S2 -1.04 -0.60 1.50
O2 -0.82 -1.91 4.15
C19 -1.56 -1.18 5.15
C20 -2.12 0.14 4.65
C21 -2.61 -2.07 5.79
H23 -4.55 -4.38 0.68
H24 -4.25 -4.61 2.41
H25 -2.90 -4.69 1.27
H26 -3.17 -2.29 0.75
H27 -5.42 -2.35 2.81
H28 -5.63 -2.11 1.06
H29 -4.76 -0.90 2.02
H30 -0.79 -0.97 5.90
H31 -2.90 -0.03 3.91
H32 -1.34 0.75 4.19
H33 -2.54 0.68 5.50
H34 -3.43 -2.26 5.10
H35 -3.01 -1.58 6.68
H36 -2.17 -3.02 6.08
F1 -0.23 4.13 -2.25
C22 -0.50 3.00 -2.92
F2 -1.49 3.24 -3.78
F3 0.59 2.66 -3.61
C23 -0.95 1.92 -1.89
O3 0.00 0.99 -1.70
O4 -1.99 2.05 -1.33
C24 1.85 -4.46 -0.50
C25 2.37 -3.20 -0.24
C26 1.65 -2.07 -0.61
C27 0.42 -2.20 -1.26
C28 -0.12 -3.46 -1.46
C29 0.60 -4.59 -1.10
Ge1 -0.48 -0.78 -2.19
C30 -2.43 -0.86 -2.29
C31 -2.96 -1.37 -3.48
C32 -4.33 -1.53 -3.64
C33 -5.19 -1.16 -2.62
C34 -4.68 -0.66 -1.44
C35 -3.31 -0.52 -1.27
C36 0.12 -0.91 -4.05
C37 -0.29 0.02 -5.00
C38 0.08 -0.10 -6.33
C39 0.87 -1.17 -6.73
C40 1.28 -2.11 -5.80
C41 0.91 -1.98 -4.47
H37 2.41 -5.34 -0.22
H38 3.32 -3.09 0.26
H39 2.12 -1.09 -0.45
H40 -1.09 -3.58 -1.94
H41 0.19 -5.57 -1.27
H42 -2.31 -1.66 -4.30
H43 -4.72 -1.93 -4.57
H44 -6.26 -1.27 -2.75
H45 -5.34 -0.37 -0.63
H46 -2.93 -0.13 -0.33
H47 -0.93 0.85 -4.72
H48 -0.26 0.63 -7.06
H49 1.16 -1.27 -7.77
H50 1.90 -2.95 -6.10
H51 1.24 -2.73 -3.75



Below is a structure of composition C30H24AsBr4F9N4O6SSbTa at a distorted geometry, with properties calculated with ωB97M-V/def2-TZVPD.

Computed properties:
ΔE to the lowest compared entry with this formula, charge and spin = 1.873 eV
net charge = +1
2S+1 = 2
HOMO (alpha / beta) = -11.727 / -11.720 eV

Positions of all 81 atoms, in Å:
Ta1 0.69 0.37 0.47
O1 1.67 1.73 1.77
S1 0.57 1.42 2.80
O2 0.83 1.69 4.15
O3 0.48 -0.12 2.43
O4 -0.64 1.92 2.13
Br1 -3.99 5.27 -0.88
C1 -3.16 3.65 -0.54
C2 -3.95 2.52 -0.08
Br2 -5.77 2.74 0.19
C3 -3.37 1.29 0.17
Br3 -4.30 -0.22 0.77
C4 -2.00 1.16 -0.01
O5 -1.30 0.08 0.21
C5 -1.21 2.29 -0.44
O6 0.05 2.04 -0.52
C6 -1.80 3.53 -0.73
Br4 -0.69 4.90 -1.31
C7 0.86 -1.70 -2.54
N1 0.72 -1.92 -3.96
C8 1.57 -0.97 -4.68
N2 1.20 0.41 -4.36
C9 1.36 0.63 -2.95
N3 0.50 -0.30 -2.12
C10 -0.92 -0.10 -2.60
N4 -1.08 -0.32 -4.02
C11 -0.67 -1.69 -4.34
C12 -0.20 0.62 -4.73
H1 1.88 -1.90 -2.24
H2 0.18 -2.38 -2.03
H3 1.47 -1.13 -5.75
H4 2.62 -1.13 -4.40
H5 1.10 1.66 -2.69
H6 2.40 0.45 -2.68
H7 -1.22 0.92 -2.39
H8 -1.56 -0.80 -2.06
H9 -0.78 -1.85 -5.42
H10 -1.31 -2.39 -3.81
H11 -0.49 1.64 -4.49
H12 -0.32 0.46 -5.81
F1 4.65 -6.59 2.27
C13 3.70 -5.70 1.98
C14 3.98 -4.71 1.06
C15 2.99 -3.79 0.76
C16 1.74 -3.86 1.38
C17 1.49 -4.88 2.29
C18 2.47 -5.81 2.60
Sb1 0.18 -2.55 0.90
C19 -0.96 -3.67 -0.46
C20 -0.49 -4.89 -0.94
C21 -1.22 -5.60 -1.88
C22 -2.42 -5.07 -2.33
F2 -3.12 -5.75 -3.24
C23 -2.92 -3.86 -1.87
C24 -2.17 -3.16 -0.94
C25 -1.03 -2.72 2.62
C26 -0.45 -2.55 3.88
C27 -1.22 -2.69 5.02
C28 -2.56 -3.00 4.89
F3 -3.31 -3.12 5.99
C29 -3.15 -3.19 3.65
C30 -2.37 -3.06 2.52
H13 4.96 -4.67 0.60
H14 3.21 -3.02 0.03
H15 0.52 -4.97 2.78
H16 2.29 -6.61 3.31
H17 0.45 -5.29 -0.60
H18 -0.88 -6.55 -2.27
H19 -3.86 -3.50 -2.25
H20 -2.54 -2.20 -0.58
H21 0.60 -2.31 3.98
H22 -0.79 -2.56 6.01
H23 -4.20 -3.46 3.60
H24 -2.83 -3.24 1.55
F4 3.40 -1.11 -1.14
As1 4.01 0.07 -0.04
F5 5.20 -0.97 0.53
F6 4.81 0.84 -1.30
F7 4.31 1.29 1.08
F8 2.40 1.03 -0.54
F9 2.71 -0.60 1.08



Below is an isolated molecule of C7H10FN3O at a distorted geometry, with properties calculated with ωB97M-V/def2-TZVPD.

Computed properties:
ΔE to the lowest compared entry with this formula, charge and spin = 0.000 eV
SMILES = CCc1c(O)nnn1C1(F)CC1
HOMO = -8.700 eV

Positions of all 22 atoms, in Å:
C1 0.03 -2.26 0.29
C2 0.87 -1.29 1.18
C3 1.15 -0.05 0.38
C4 2.32 0.57 -0.01
O1 3.58 0.11 0.07
N1 2.05 1.71 -0.69
N2 0.74 1.85 -0.69
N3 0.20 0.79 -0.13
C5 -1.26 0.77 0.05
F1 -1.46 0.48 1.44
C6 -2.21 1.80 -0.48
C7 -2.16 0.40 -1.04
H1 -0.16 -3.12 0.88
H2 0.57 -2.58 -0.52
H3 -0.96 -1.89 0.06
H4 1.84 -1.69 1.30
H5 0.38 -1.04 2.14
H6 4.09 0.77 -0.51
H7 -1.89 2.68 -1.07
H8 -3.07 2.01 0.22
H9 -2.90 -0.40 -0.86
H10 -1.75 0.37 -2.02



Below is a structure of composition C35H33N11O2SSn at a distorted geometry, with properties calculated with ωB97M-V/def2-TZVPD.

Computed properties:
ΔE to the lowest compared entry with this formula, charge and spin = 3.773 eV
net charge = +2
HOMO = -11.725 eV

Positions of all 83 atoms, in Å:
Sn1 0.51 0.81 -0.93
C1 4.12 -0.73 6.01
C2 3.30 -0.25 4.87
C3 1.96 0.16 5.05
C4 1.24 0.66 4.02
C5 1.78 0.78 2.68
N1 1.08 1.33 1.73
C6 -0.26 1.59 1.93
C7 -1.14 0.70 2.57
C8 -2.47 1.01 2.73
C9 -2.98 2.24 2.31
C10 -4.44 2.57 2.44
C11 -2.11 3.13 1.68
C12 -0.79 2.81 1.46
N2 0.06 3.72 0.81
C13 0.18 5.06 0.97
C14 1.11 5.49 0.05
C15 1.49 4.33 -0.65
N3 0.85 3.27 -0.18
C16 3.18 0.37 2.51
C17 3.87 -0.13 3.61
N4 3.89 0.48 1.34
C18 5.00 -0.26 1.02
C19 5.53 0.27 -0.11
C20 4.68 1.35 -0.43
N5 3.69 1.47 0.43
H1 3.50 -1.23 6.76
H2 4.59 0.13 6.50
H3 4.91 -1.40 5.68
H4 1.51 0.11 6.04
H5 0.25 1.03 4.19
H6 -0.76 -0.27 2.88
H7 -3.14 0.29 3.19
H8 -4.89 2.02 3.26
H9 -4.95 2.28 1.52
H10 -4.59 3.63 2.58
H11 -2.50 4.09 1.34
H12 -0.35 5.60 1.74
H13 1.46 6.49 -0.10
H14 2.19 4.23 -1.46
H15 4.91 -0.38 3.50
H16 5.30 -1.13 1.58
H17 6.40 -0.07 -0.64
H18 4.77 2.06 -1.24
N6 -1.11 -7.37 -3.07
C21 -0.82 -6.19 -2.47
C22 -1.73 -5.13 -2.48
C23 -1.43 -3.93 -1.87
C24 -0.21 -3.79 -1.22
C25 0.72 -4.83 -1.21
C26 0.42 -6.02 -1.82
S1 0.32 -2.26 -0.57
O1 1.10 -2.43 0.63
O2 -0.82 -1.34 -0.42
N7 1.30 -1.52 -1.63
C27 1.00 -1.35 -2.94
N8 1.15 -0.07 -3.36
C28 1.03 0.20 -4.65
C29 0.73 -0.79 -5.58
C30 0.50 -2.05 -5.05
N9 0.63 -2.34 -3.76
H19 -2.01 -7.52 -3.49
H20 -0.48 -8.14 -3.02
H21 -2.69 -5.26 -2.98
H22 -2.13 -3.11 -1.86
H23 1.66 -4.67 -0.70
H24 1.13 -6.84 -1.80
H25 1.18 1.23 -4.95
H26 0.64 -0.58 -6.63
H27 0.20 -2.88 -5.68
N10 -6.08 1.50 -1.67
C31 -4.73 1.50 -1.73
C32 -4.02 0.36 -2.15
C33 -2.65 0.38 -2.12
N11 -1.92 1.43 -1.71
C34 -2.60 2.53 -1.37
C35 -3.97 2.62 -1.36
H28 -6.60 0.72 -2.03
H29 -6.59 2.33 -1.43
H30 -4.56 -0.51 -2.51
H31 -2.09 -0.50 -2.43
H32 -1.99 3.39 -1.12
H33 -4.46 3.54 -1.08



Below is a cluster of 6 separate species, C5H20ClN10O5 in total at a distorted geometry, with properties calculated with ωB97M-V/def2-TZVPD.

Computed properties:
ΔE to the lowest compared entry with this formula, charge and spin = 5.324 eV
net charge = -1
HOMO = -4.541 eV

Positions of all 41 atoms, in Å:
Cl1 -2.03 -1.16 -0.08
C1 2.55 -5.70 -0.68
O1 3.43 -4.97 -0.26
N1 2.82 -6.79 -1.27
N2 1.28 -5.47 -0.67
H1 3.77 -7.11 -1.40
H2 2.02 -7.39 -1.41
H3 0.93 -4.68 -0.16
H4 0.62 -6.15 -1.04
C2 3.77 0.01 0.81
O2 4.94 -0.35 1.04
N3 2.78 -0.31 1.53
N4 3.43 0.55 -0.32
H5 1.89 -0.38 1.06
H6 2.91 -0.91 2.33
H7 4.27 0.63 -0.88
H8 2.49 0.77 -0.61
C3 -6.18 2.10 2.76
O3 -6.53 1.47 1.80
N5 -5.15 1.84 3.52
N6 -6.73 3.19 3.13
H9 -4.95 2.42 4.33
H10 -4.56 1.04 3.34
H11 -6.34 3.72 3.90
H12 -7.30 3.64 2.43
C4 0.45 4.70 2.12
O4 0.36 4.42 3.29
N7 -0.18 4.03 1.22
N8 1.02 5.67 1.55
H13 -0.32 4.38 0.29
H14 -0.71 3.24 1.56
H15 0.94 5.95 0.58
H16 1.55 6.28 2.16
C5 0.55 -1.10 -4.98
O5 0.85 -1.34 -6.15
N9 -0.25 -0.18 -4.58
N10 0.93 -1.89 -4.02
H17 -0.41 -0.07 -3.59
H18 -0.79 0.48 -5.12
H19 1.42 -2.69 -4.40
H20 0.46 -1.91 -3.13



Below is a cluster of 2 separate species, C5H8O5 in total at a distorted geometry, with properties calculated with ωB97M-V/def2-TZVPD.

Computed properties:
ΔE to the lowest compared entry with this formula, charge and spin = 3.544 eV
SMILES = O=CC(=O)[C@]1(CO)CO1.O
HOMO = -9.837 eV

Positions of all 18 atoms, in Å:
O1 0.33 -2.19 0.57
C1 -0.39 -1.63 -0.23
C2 -0.70 -0.13 -0.03
O2 -1.77 0.31 -0.35
C3 0.32 0.61 0.81
C4 1.41 1.30 0.00
O3 2.16 0.39 -0.76
C5 0.63 -0.03 2.10
O4 -0.13 1.28 1.95
H1 -1.00 -2.15 -0.99
H2 2.04 1.89 0.69
H3 0.92 2.00 -0.70
H4 2.47 0.81 -1.57
H5 -0.03 -0.74 2.61
H6 1.65 0.05 2.48
O5 1.61 -5.07 -0.64
H7 0.89 -4.41 -0.60
H8 1.20 -5.86 -1.00



Below is the ion C5H10N3 with charge +1 at a distorted geometry, with properties calculated with ωB97M-V/def2-TZVPD.

Computed properties:
ΔE to the lowest compared entry with this formula, charge and spin = 3.311 eV
net charge = +1
SMILES = C[C@H]1N=CCN=[N+]1C
HOMO = -14.370 eV

Positions of all 18 atoms, in Å:
C1 0.11 -1.82 -0.67
C2 0.05 -0.92 0.54
N1 1.28 -0.46 0.99
C3 1.89 0.49 0.45
C4 1.25 1.30 -0.66
N2 -0.12 1.48 -0.35
N3 -0.79 0.55 0.08
C5 -2.11 0.73 0.58
H1 -0.56 -2.67 -0.55
H2 1.13 -2.21 -0.78
H3 -0.15 -1.30 -1.59
H4 -0.56 -1.30 1.36
H5 2.85 0.79 0.83
H6 1.69 2.28 -0.82
H7 1.36 0.71 -1.58
H8 -2.67 -0.20 0.48
H9 -2.60 1.55 0.04
H10 -2.06 1.00 1.64



Below is a structure of composition C7H21AsIrN4O6P2S4, with properties calculated with ωB97M-V/def2-TZVPD.

Computed properties:
net charge = -1
2S+1 = 5
HOMO (alpha / beta) = -3.438 / -4.396 eV

Positions of all 46 atoms, in Å:
Ir1 -0.78 1.22 -0.17
N1 3.21 0.46 2.16
C1 2.53 1.78 1.80
C2 3.28 2.96 2.39
P1 2.69 1.69 -0.08
O1 2.47 3.19 -0.54
O2 4.13 1.27 -0.19
O3 1.61 0.80 -0.60
P2 0.78 1.63 2.31
O4 0.84 1.94 3.91
O5 -0.02 2.70 1.64
O6 0.47 0.17 2.11
H1 3.91 0.32 1.42
H2 2.47 -0.25 2.13
H3 3.63 0.49 3.09
H4 4.27 3.07 1.93
H5 3.40 2.84 3.47
H6 2.71 3.87 2.21
H7 1.52 3.35 -0.76
H8 0.13 2.55 4.14
S1 -2.14 5.50 0.59
As1 -2.50 3.77 -0.58
S2 -3.05 1.99 0.55
S3 -0.76 3.09 -1.73
S4 -4.07 4.50 -1.81
C3 -3.30 -0.84 -1.56
N2 -2.51 -2.06 -1.66
C4 -2.77 -2.81 -2.89
C5 -1.23 -2.01 -1.18
N3 -0.68 -0.91 -0.79
N4 -0.55 -3.23 -1.17
C6 0.87 -3.20 -0.89
C7 -1.23 -4.41 -0.64
H9 -4.34 -1.09 -1.79
H10 -2.96 -0.06 -2.25
H11 -3.25 -0.42 -0.56
H12 -2.66 -2.17 -3.77
H13 -3.79 -3.21 -2.87
H14 -2.07 -3.64 -2.99
H15 0.23 -1.07 -0.37
H16 1.08 -3.07 0.18
H17 1.35 -2.40 -1.45
H18 1.31 -4.15 -1.22
H19 -2.30 -4.25 -0.64
H20 -0.91 -4.60 0.39
H21 -1.00 -5.29 -1.24



Below is a structure of composition C16H16Cl8OTc at a distorted geometry, with properties calculated with ωB97M-V/def2-TZVPD.

Computed properties:
ΔE to the lowest compared entry with this formula, charge and spin = 1.158 eV
net charge = -2
2S+1 = 4
HOMO (alpha / beta) = -0.050 / -0.050 eV

Positions of all 42 atoms, in Å:
C1 1.64 0.25 -1.02
C2 1.10 1.63 -0.87
C3 -0.12 1.63 -1.70
C4 1.97 2.84 -0.83
C5 -0.35 0.33 -2.18
C6 0.74 -0.51 -1.77
C7 1.00 -1.91 -2.19
C8 3.03 -0.18 -0.77
C9 -0.81 2.83 -2.20
C10 -1.48 -0.08 -3.05
Tc1 0.04 1.10 0.95
Cl1 0.30 3.01 1.80
Cl2 1.88 0.36 2.15
Cl3 -2.22 1.51 0.56
H1 2.76 2.74 -0.08
H2 1.39 3.73 -0.58
H3 2.43 2.99 -1.82
H4 -0.68 3.67 -1.51
H5 -1.89 2.67 -2.32
H6 -0.39 3.12 -3.17
H7 -2.41 0.37 -2.69
H8 -1.60 -1.17 -3.08
H9 -1.33 0.26 -4.08
H10 0.07 -2.38 -2.53
H11 1.43 -2.51 -1.38
H12 1.71 -1.93 -3.03
H13 3.56 0.52 -0.13
H14 3.58 -0.28 -1.73
H15 3.04 -1.15 -0.27
O1 1.49 -3.71 1.26
H16 0.63 -3.28 1.10
Cl4 -0.42 1.23 4.40
C11 -1.11 -0.19 3.72
C12 -1.06 -0.40 2.34
C13 -1.68 -1.53 1.84
Cl5 -1.75 -1.75 0.14
C14 -2.31 -2.48 2.68
Cl6 -3.00 -3.89 2.02
C15 -2.37 -2.25 4.07
Cl7 -3.29 -3.27 5.08
C16 -1.74 -1.11 4.59
Cl8 -1.78 -0.81 6.27